{"formula": "C23H36N4O4S", "method": "ωB97M-V/def2-TZVPD", "homo_lumo_gap_ev": 9.04, "lumo_energy_ev": 0.56, "smiles": "Cc1nn(C)c(C)c1S(=O)(=O)N(CC(=O)NCCCOC(C)C)c1ccc(C(C)C)cc1", "elements": ["C", "C", "N", "N", "C", "C", "S", "O", "O", "N", "C", "C", "C", "C", "C", "C", "H", "H", "C", "C", "H", "H", "H", "C", "H", "H", "H", "H", "H", "H", "C", "C", "O", "N", "H", "C", "C", "C", "O", "C", "C", "H", "H", "H", "C", "H", "H", "H", "H", "H", "H", "H", "H", "H", "H", "H", "H", "C", "H", "H", "H", "C", "H", "H", "H", "H", "H", "H"], "positions_angstrom": [[-2.69202, 3.92454, -0.22860], [-1.33575, 4.28558, 0.24701], [-1.09393, 5.30256, 1.05034], [0.22581, 5.32318, 1.26312], [0.86266, 4.33007, 0.60901], [-0.12625, 3.62523, -0.06140], [0.03994, 2.26140, -1.15960], [1.42171, 1.85027, -1.20105], [-0.59388, 2.60971, -2.39497], [-0.86718, 1.02064, -0.46667], [-0.20526, 0.25494, 0.51072], [0.33056, 0.91289, 1.61413], [1.00089, 0.20986, 2.59507], [1.14754, -1.17000, 2.51733], [0.59942, -1.81691, 1.41883], [-0.06501, -1.12608, 0.42130], [-0.45194, -1.66969, -0.42515], [0.70383, -2.88888, 1.32583], [1.87089, -1.94663, 3.58988], [1.14003, -1.82841, 4.92931], [1.63371, -2.43736, 5.68360], [1.12964, -0.79723, 5.27342], [0.11099, -2.16645, 4.82972], [3.32214, -1.48016, 3.72086], [3.36783, -0.44631, 4.05360], [3.85190, -2.09643, 4.44419], [3.83109, -1.55468, 2.76257], [1.87783, -3.00269, 3.29805], [1.40717, 0.74993, 3.43748], [0.21213, 1.98049, 1.70055], [-1.85015, 0.41136, -1.33102], [-1.33965, -0.34884, -2.56193], [-2.13148, -0.83828, -3.34318], [-0.00851, -0.41688, -2.69521], [0.59685, 0.04906, -2.03680], [0.63578, -1.11016, -3.78340], [1.22464, -2.45413, -3.33759], [0.16045, -3.53632, -3.17076], [-0.62065, -3.27538, -2.02876], [-1.70610, -4.17179, -1.84187], [-2.78149, -4.01949, -2.92170], [-2.49625, -4.51803, -3.84496], [-2.93239, -2.96147, -3.12611], [-3.71436, -4.45542, -2.57551], [-2.28928, -3.87628, -0.46282], [-1.50670, -3.89649, 0.29062], [-2.74824, -2.89146, -0.46486], [-3.04254, -4.61785, -0.21119], [-1.31183, -5.20489, -1.85422], [0.64405, -4.52334, -3.06331], [-0.46673, -3.55990, -4.07065], [1.93751, -2.79431, -4.09019], [1.75207, -2.32074, -2.39159], [1.43042, -0.47125, -4.17850], [-0.11934, -1.26965, -4.55725], [-2.47040, -0.26679, -0.73839], [-2.48880, 1.21187, -1.71335], [2.32610, 4.11731, 0.67905], [2.63933, 3.93593, 1.70745], [2.85924, 4.99340, 0.31075], [2.58400, 3.25651, 0.06852], [0.80911, 6.33399, 2.09533], [1.32919, 5.88310, 2.94243], [0.00022, 6.96389, 2.45796], [1.51632, 6.94032, 1.52666], [-3.02781, 3.00883, 0.25714], [-3.38681, 4.72647, 0.00358], [-2.66225, 3.75374, -1.30288]], "nbo_charge": [-0.653, 0.185, -0.270, -0.159, 0.233, -0.498, 2.336, -0.953, -0.927, -0.702, 0.211, -0.241, -0.204, -0.011, -0.196, -0.276, 0.256, 0.210, -0.236, -0.594, 0.207, 0.200, 0.213, -0.595, 0.199, 0.208, 0.213, 0.201, 0.207, 0.217, -0.322, 0.690, -0.652, -0.624, 0.413, -0.222, -0.419, -0.054, -0.565, 0.113, -0.660, 0.205, 0.253, 0.209, -0.615, 0.211, 0.205, 0.212, 0.157, 0.164, 0.172, 0.211, 0.209, 0.202, 0.227, 0.238, 0.252, -0.671, 0.225, 0.229, 0.273, -0.410, 0.207, 0.242, 0.209, 0.226, 0.237, 0.240]}

---

{"formula": "C23H36NiP2", "method": "ωB97M-V/def2-TZVPD", "homo_lumo_gap_ev": [4.45, 7.26], "lumo_energy_ev": [0.41, -0.12], "spin_multiplicity": 3, "elements": ["P", "P", "C", "C", "H", "H", "H", "H", "C", "H", "H", "H", "C", "H", "H", "H", "C", "H", "H", "H", "C", "H", "H", "H", "Ni", "C", "C", "C", "C", "C", "C", "C", "C", "C", "H", "H", "H", "H", "H", "H", "H", "H", "H", "H", "H", "H", "H", "H", "H", "C", "C", "C", "C", "C", "C", "C", "C", "H", "H", "H", "H", "H"], "positions_angstrom": [[1.99682, 0.68892, -0.11532], [-1.13492, -0.62724, 1.07459], [0.55393, 0.30339, -1.20330], [-0.83962, 0.30287, -0.54473], [0.77185, -0.66455, -1.68705], [0.57209, 1.04864, -2.00643], [-1.16138, 1.33655, -0.34839], [-1.54180, -0.11131, -1.27795], [-1.45928, -2.35128, 0.66795], [-1.72933, -2.85635, 1.61176], [-0.54577, -2.81198, 0.26253], [-2.28840, -2.40844, -0.05819], [-2.69952, 0.13451, 1.57767], [-3.49288, -0.11168, 0.84681], [-2.55340, 1.22314, 1.63867], [-2.94005, -0.26374, 2.57279], [3.44331, -0.06524, -0.83670], [4.26809, 0.01451, -0.11179], [3.67315, 0.48797, -1.76071], [3.21951, -1.12872, -1.03489], [2.20884, 2.47974, -0.03313], [1.27240, 2.94774, 0.29745], [2.50526, 2.84156, -1.02541], [2.98892, 2.68043, 0.71306], [0.93592, -0.11255, 1.46013], [-2.21817, 0.95497, -3.74755], [-1.95097, -0.33628, -3.87999], [-1.31745, -0.94063, -5.11560], [-0.11363, -0.14572, -5.69183], [0.75515, 0.52102, -4.65603], [0.56899, 1.76153, -4.21233], [-0.54297, 2.66751, -4.69011], [-1.93478, 1.98942, -4.80965], [2.60117, 0.18068, 2.47809], [-2.81104, 1.34131, -2.90515], [-2.36154, -1.08371, -3.18494], [-2.04819, -1.08677, -5.92725], [-0.96163, -1.94601, -4.85835], [0.50679, -0.85417, -6.26296], [-0.48866, 0.57057, -6.44130], [1.65151, -0.05649, -4.39358], [1.33593, 2.27506, -3.61438], [-0.30344, 3.13303, -5.65907], [-0.63817, 3.49687, -3.97832], [-2.69709, 2.78161, -4.74039], [-2.04379, 1.58052, -5.82795], [2.27049, 0.42361, 3.50219], [3.36168, 0.92774, 2.19558], [3.12815, -0.78438, 2.55184], [-0.30627, -0.79003, 2.75955], [-0.40041, -1.12739, 3.97138], [-0.23832, -1.37719, 5.35372], [-0.31457, -2.69625, 5.88704], [-0.01100, -2.94411, 7.22590], [0.34365, -1.88941, 8.07991], [0.38050, -0.57694, 7.58338], [0.08095, -0.32649, 6.24699], [-0.57716, -3.51788, 5.22527], [-0.05867, -3.96563, 7.61132], [0.56731, -2.07748, 9.13603], [0.63646, 0.24404, 8.25420], [0.12540, 0.69658, 5.85492]], "nbo_charge": [1.081, 1.306, -0.741, -0.723, 0.233, 0.248, 0.227, 0.240, -0.962, 0.264, 0.255, 0.230, -0.979, 0.227, 0.244, 0.260, -0.968, 0.261, 0.229, 0.258, -0.963, 0.255, 0.222, 0.256, 0.283, -0.192, -0.178, -0.446, -0.445, -0.187, -0.180, -0.447, -0.444, -0.948, 0.206, 0.203, 0.222, 0.209, 0.219, 0.205, 0.203, 0.200, 0.223, 0.209, 0.219, 0.205, 0.215, 0.159, 0.203, -0.674, 0.054, -0.170, -0.210, -0.214, -0.272, -0.214, -0.207, 0.203, 0.207, 0.204, 0.207, 0.207]}

---

{"formula": "C23H37ClGdN2O3Si", "method": "ωB97M-V/def2-TZVPD", "homo_lumo_gap_ev": [2.77, 5.87], "lumo_energy_ev": [2.73, 2.65], "charge": -1, "spin_multiplicity": 8, "elements": ["Gd", "Cl", "N", "N", "C", "C", "C", "C", "C", "C", "H", "H", "H", "H", "H", "H", "C", "C", "C", "C", "H", "H", "H", "H", "H", "H", "O", "H", "H", "O", "H", "H", "C", "C", "C", "H", "H", "C", "C", "H", "C", "C", "C", "C", "H", "C", "H", "H", "H", "H", "H", "H", "H", "H", "C", "Si", "C", "C", "O", "H", "H", "H", "H", "H", "H", "H", "H", "H"], "positions_angstrom": [[0.27993, -1.31340, 0.23473], [-0.99425, -3.46599, 1.11700], [-1.73704, -0.44862, -1.40077], [2.10613, 0.19634, 1.21916], [-1.82087, -1.36929, -2.33605], [3.33287, -0.05759, 0.80916], [-2.89952, 0.46057, -1.61269], [-3.81702, -0.35947, -2.53682], [-2.42403, 1.73267, -2.28952], [-3.50461, 0.74269, -0.26121], [-1.95158, 1.51264, -3.26357], [-1.67823, 2.23739, -1.65755], [-3.26177, 2.42919, -2.46872], [-3.87174, -0.19392, 0.17661], [-4.34238, 1.45179, -0.34171], [-2.74530, 1.15200, 0.42038], [2.19647, 1.35962, 2.14830], [3.67729, 1.73643, 2.10531], [1.79177, 0.92882, 3.52085], [1.29918, 2.47829, 1.62858], [1.54643, 2.69557, 0.58179], [1.45767, 3.38603, 2.22436], [0.25171, 2.16538, 1.68884], [2.47721, 0.13887, 3.88001], [0.76571, 0.52118, 3.50580], [1.83113, 1.78219, 4.22510], [4.30688, 0.68510, 1.28965], [4.18116, 1.73957, 3.08369], [3.87751, 2.69583, 1.59665], [-2.93313, -1.45629, -3.03220], [-4.20525, 0.16602, -3.42527], [-4.66249, -0.84094, -2.01022], [-0.63082, -2.23690, -2.59311], [3.60691, -1.07639, -0.22551], [2.73767, -0.75099, -1.40430], [3.32860, -2.07661, 0.18603], [4.64711, -1.08314, -0.53700], [1.50816, -1.26362, -1.62437], [0.59634, -1.35174, -2.59085], [0.25031, -3.09708, 1.51143], [0.93278, -0.47063, -3.62120], [2.14782, 0.26653, -3.49991], [0.16294, -0.52374, -4.85527], [3.04279, 0.14567, -2.42854], [2.41663, 0.87978, -4.32098], [4.38146, 0.72339, -2.42205], [4.53796, 1.26105, -3.33636], [5.14960, -0.05582, -2.35893], [4.55790, 1.39804, -1.58864], [-0.02805, -1.55953, -5.16266], [0.71690, -0.04746, -5.63323], [-0.80265, -0.03658, -4.78005], [-0.67996, -2.74041, -3.54858], [-0.57520, -3.00410, -1.78334], [-3.35174, -1.45897, 2.49216], [-1.82479, -0.44748, 2.89590], [-2.43264, 1.07820, 3.77152], [-0.92606, -1.45083, 4.21130], [-0.92878, 0.01229, 1.64691], [-3.66346, -1.88714, 3.45408], [-3.19235, -2.28752, 1.79603], [-4.18200, -0.84903, 2.12090], [-2.94816, 0.71134, 4.66376], [-1.60616, 1.73133, 4.06452], [-3.13148, 1.63721, 3.14336], [-0.51087, -2.39857, 3.85279], [-0.13425, -0.89857, 4.72805], [-1.70231, -1.68064, 4.95648]], "lowdin_charge": [1.179, 0.196, 0.108, 0.064, -0.389, -0.382, -0.549, -0.036, -0.030, -0.044, 0.082, 0.092, 0.085, 0.067, 0.090, 0.074, -0.558, -0.059, -0.044, -0.030, 0.089, 0.082, 0.066, 0.101, 0.044, 0.095, 0.020, 0.125, 0.127, 0.025, 0.126, 0.128, -0.073, -0.091, -0.285, 0.112, 0.109, -0.304, -0.306, -0.315, -0.256, -0.002, -0.068, -0.258, 0.078, -0.062, 0.062, 0.086, 0.079, 0.082, 0.061, 0.064, 0.115, 0.091, -0.203, 0.134, -0.174, -0.185, -0.547, 0.025, -0.031, 0.011, 0.021, 0.022, 0.021, 0.004, 0.013, 0.023]}

---

{"formula": "C23H37ClN2Re", "method": "ωB97M-V/def2-TZVPD", "homo_lumo_gap_ev": [1.72, 1.67], "lumo_energy_ev": [3.76, 3.76], "charge": -2, "spin_multiplicity": 4, "elements": ["Re", "Cl", "C", "C", "C", "C", "C", "C", "H", "H", "H", "H", "C", "H", "H", "H", "C", "N", "H", "N", "H", "C", "C", "C", "H", "H", "H", "H", "H", "H", "C", "H", "H", "H", "C", "C", "H", "H", "C", "H", "C", "H", "H", "H", "H", "H", "C", "H", "C", "C", "C", "C", "C", "C", "H", "H", "H", "H", "H", "H", "H", "H", "H", "H"], "positions_angstrom": [[2.69540, -0.99929, 1.46333], [0.42316, -0.67479, 1.46747], [3.28236, 0.85138, 1.09673], [2.63419, 1.53696, 0.06271], [3.02475, 2.83802, -0.26009], [4.04802, 3.49146, 0.43789], [4.67321, 2.79612, 1.47705], [4.30245, 1.48882, 1.80522], [1.82337, 1.06575, -0.48136], [2.51238, 3.35481, -1.06965], [5.47507, 3.27468, 2.03672], [4.83121, 0.97513, 2.60036], [4.44015, 4.90896, 0.09777], [5.44591, 5.13957, 0.46248], [3.74878, 5.62846, 0.55488], [4.41938, 5.07913, -0.98381], [-5.54974, 1.01958, -1.00754], [-4.46135, 0.46003, -0.34582], [-5.81099, 1.33670, -3.17932], [-3.97546, 0.42469, -2.42285], [-6.43541, 1.38163, -0.51183], [-4.32879, 0.26216, 1.12753], [-5.57826, 0.78240, 1.84295], [-4.15356, -1.24118, 1.38784], [-6.47768, 0.24412, 1.52585], [-5.45637, 0.62897, 2.91922], [-5.72463, 1.85370, 1.66971], [-2.92987, 0.87389, 2.67017], [-3.20994, 2.10625, 1.41632], [-3.28504, -1.60774, 0.83528], [-3.08678, 1.03323, 1.59779], [-5.03838, -1.79395, 1.05451], [-4.00857, -1.42285, 2.45834], [-2.21085, 0.68465, 1.04553], [-5.23995, 0.99736, -2.33109], [-2.92447, -1.32192, -3.77938], [-3.86317, -1.88098, -3.85466], [-2.31803, -1.53228, -4.66697], [-3.20255, 0.18490, -3.67693], [-1.26701, 0.77752, -4.46089], [-4.00702, 0.65922, -4.88989], [-4.21613, 1.73311, -4.83978], [-2.39089, -1.65545, -2.88605], [-1.34162, 0.64902, -2.68046], [-4.95352, 0.11601, -4.98287], [-3.42155, 0.47228, -5.79481], [-1.88359, 0.96495, -3.57514], [-2.07860, 2.04034, -3.50403], [-3.46333, 0.07892, -1.20158], [3.51630, -3.67489, 3.07229], [4.51814, -3.24896, 1.98639], [5.48040, -2.19673, 2.56356], [5.31529, -4.47279, 1.50725], [3.74307, -2.64615, 0.80843], [4.04742, -4.11363, 3.94494], [2.80816, -4.43390, 2.67522], [2.92774, -2.80082, 3.42708], [6.05488, -2.61560, 3.41795], [6.20171, -1.85520, 1.78984], [4.91327, -1.31757, 2.93017], [4.63313, -5.24274, 1.08641], [6.04415, -4.18153, 0.72014], [5.87827, -4.92730, 2.35153], [4.43134, -2.33664, -0.00808]], "nbo_charge": [0.465, -0.630, -0.253, -0.269, -0.232, -0.140, -0.234, -0.284, 0.209, 0.168, 0.167, 0.195, -0.607, 0.191, 0.182, 0.189, -0.111, -0.417, 0.210, -0.425, 0.214, 0.147, -0.622, -0.618, 0.198, 0.220, 0.205, 0.211, 0.194, 0.262, -0.625, 0.188, 0.208, 0.281, -0.111, -0.619, 0.197, 0.200, 0.149, 0.200, -0.621, 0.207, 0.258, 0.264, 0.203, 0.216, -0.620, 0.203, 0.138, -0.628, -0.124, -0.628, -0.604, -0.965, 0.155, 0.200, 0.230, 0.147, 0.194, 0.225, 0.197, 0.189, 0.157, 0.157]}

---

E / hartree: -1816.19843; -3088.71218; -2749.06252; -1546.34523